Record 1
{"formula": "C34H27F2MgN6S", "method": "wB97M-V/def2-TZVPD", "elements": ["Mg", "C", "C", "C", "C", "C", "N", "C", "C", "C", "C", "C", "C", "C", "N", "C", "C", "C", "N", "C", "C", "N", "C", "C", "C", "N", "H", "H", "H", "H", "H", "H", "H", "H", "H", "H", "H", "H", "H", "H", "H", "H", "H", "H", "S", "C", "C", "C", "C", "C", "C", "N", "C", "C", "C", "C", "C", "C", "C", "H", "H", "H", "H", "H", "H", "H", "H", "F", "C", "F", "H"], "xyz": [[-1.407, -0.259, -0.464], [2.115, -4.382, 4.448], [1.610, -3.278, 3.552], [2.234, -2.036, 3.483], [1.738, -1.019, 2.692], [0.591, -1.164, 1.868], [0.080, -0.191, 1.083], [0.728, 1.026, 0.902], [2.076, 1.163, 0.533], [2.636, 2.383, 0.203], [1.877, 3.551, 0.211], [2.454, 4.873, -0.226], [0.548, 3.443, 0.582], [-0.017, 2.227, 0.941], [-1.381, 2.240, 1.383], [-2.004, 3.236, 2.063], [-3.284, 2.815, 2.317], [-3.353, 1.531, 1.740], [-2.202, 1.194, 1.186], [-0.056, -2.430, 1.985], [0.449, -3.427, 2.810], [-1.291, -2.724, 1.301], [-1.775, -3.964, 1.050], [-3.085, -3.836, 0.665], [-3.324, -2.454, 0.706], [-2.244, -1.781, 1.079], [3.188, -4.282, 4.623], [1.940, -5.364, 4.005], [1.623, -4.371, 5.425], [3.125, -1.852, 4.077], [2.243, -0.063, 2.696], [2.674, 0.263, 0.459], [3.678, 2.424, -0.101], [3.544, 4.836, -0.235], [2.148, 5.683, 0.439], [2.123, 5.134, -1.235], [-0.080, 4.328, 0.561], [-1.493, 4.142, 2.339], [-4.051, 3.352, 2.850], [-4.180, 0.838, 1.709], [-0.103, -4.355, 2.904], [-1.153, -4.838, 1.131], [-3.751, -4.622, 0.352], [-4.210, -1.915, 0.408], [1.431, 0.954, -3.939], [2.306, -0.304, -3.130], [3.540, -0.862, -3.445], [4.021, -1.885, -2.644], [3.276, -2.344, -1.552], [2.050, -1.786, -1.240], [1.561, -0.747, -2.030], [0.365, -0.084, -1.833], [0.144, 0.810, -2.743], [-1.079, 1.621, -2.786], [-1.293, 2.515, -3.842], [-2.461, 3.251, -3.885], [-3.401, 3.083, -2.869], [-3.161, 2.189, -1.832], [-1.998, 1.410, -1.735], [4.108, -0.508, -4.296], [4.980, -2.335, -2.868], [3.664, -3.150, -0.941], [1.469, -2.136, -0.395], [-0.556, 2.629, -4.632], [-2.646, 3.942, -4.699], [-4.323, 3.655, -2.896], [-3.921, 2.099, -1.057], [-1.565, -1.653, -3.282], [-2.033, -1.850, -1.954], [-3.465, -1.643, -2.107], [-1.992, -2.946, -1.869]], "forces_ev_per_angstrom": [[-0.1132, -0.2795, 0.0702], [-0.0521, 0.0713, -0.0272], [0.0634, -0.0168, 0.0346], [-0.0143, 0.0225, -0.0113], [0.0476, -0.0227, 0.0112], [-0.1240, 0.1863, 0.0319], [0.2741, -0.0989, 0.0112], [-0.0930, -0.0095, 0.1082], [-0.0125, -0.0495, -0.0082], [-0.0070, 0.0090, -0.0114], [0.0830, -0.0080, -0.0199], [-0.0208, -0.0481, -0.0059], [-0.0867, 0.0752, -0.0380], [-0.1359, -0.0428, 0.0539], [0.1573, -0.1011, 0.0549], [0.0728, -0.1209, -0.0061], [-0.0887, -0.0623, -0.0351], [0.0441, 0.0210, 0.0759], [-0.2169, 0.4029, 0.0817], [-0.1394, -0.0188, -0.0497], [-0.0310, -0.0212, 0.0030], [0.0980, 0.1225, 0.0765], [0.0635, 0.0910, -0.0841], [-0.0671, 0.0006, 0.0497], [0.0926, 0.0227, -0.0056], [-0.0970, -0.5203, 0.2360], [-0.0030, -0.0037, -0.0050], [0.0088, 0.0013, 0.0053], [0.0108, -0.0028, -0.0109], [-0.0201, 0.0036, -0.0228], [-0.0078, -0.0262, 0.0018], [-0.0050, 0.0555, 0.0325], [-0.0268, -0.0085, 0.0081], [-0.0096, 0.0089, 0.0021], [0.0038, -0.0080, -0.0033], [0.0059, -0.0149, 0.0208], [-0.0121, -0.0356, 0.0034], [0.0466, -0.0575, -0.0168], [0.0272, -0.0343, -0.0412], [0.0465, 0.0395, -0.0077], [-0.0126, 0.0287, -0.0092], [0.0071, 0.0387, 0.0162], [0.0145, 0.0593, 0.0152], [0.0440, -0.0189, -0.0160], [-0.0912, 0.0441, 0.0390], [-0.0117, -0.0058, -0.0205], [0.0315, -0.0407, 0.0269], [-0.0389, 0.0621, -0.0174], [-0.0231, 0.0165, -0.0101], [-0.0256, -0.0622, 0.0509], [-0.0814, -0.0068, 0.0123], [0.2650, 0.1778, -0.2809], [0.1115, -0.0125, -0.1046], [-0.0751, 0.0322, 0.0453], [0.0838, -0.0604, 0.0555], [-0.0482, 0.0077, 0.0349], [0.0538, 0.0079, -0.0259], [0.0405, 0.0161, 0.0871], [0.1372, 0.2442, -0.4462], [-0.0123, -0.0152, 0.0170], [-0.0108, 0.0034, -0.0012], [-0.0001, 0.0062, 0.0040], [0.0343, 0.0196, -0.0505], [-0.0165, 0.0089, 0.0059], [0.0025, -0.0018, 0.0055], [-0.0020, -0.0095, 0.0124], [0.0034, 0.0007, -0.0293], [0.0504, 0.0529, 0.1022], [-0.3810, 0.0500, -0.2243], [0.1262, -0.0668, 0.0349], [0.0626, -0.0979, 0.1084]], "charge": -1, "orbital_gap_ev": 6.569, "homo_ev": -4.0}

Record 2
{"formula": "C5H17N2O", "method": "wB97M-V/def2-TZVPD", "elements": ["N", "C", "C", "C", "C", "C", "N", "H", "H", "H", "H", "H", "H", "H", "H", "H", "H", "H", "H", "H", "H", "H", "H", "H", "O"], "xyz": [[-1.131, -0.894, 0.824], [-0.222, 0.305, 0.430], [0.841, -0.223, -0.554], [2.236, -0.496, -0.096], [3.071, 0.503, 0.793], [-1.092, 1.245, -0.320], [-2.413, 1.272, 0.384], [-0.835, -1.462, 1.582], [-2.157, -0.363, 1.022], [-1.203, -1.532, 0.033], [0.303, 0.699, 1.422], [1.194, 0.630, -1.302], [0.644, -1.166, -1.148], [2.847, -0.914, -0.976], [2.288, -1.333, 0.691], [3.529, 1.310, 0.306], [4.009, 0.146, 1.175], [2.558, 0.949, 1.681], [-0.708, 2.294, -0.531], [-1.254, 1.005, -1.323], [-2.288, 1.913, 1.099], [-3.138, 1.491, -0.175], [-2.770, -2.543, -1.599], [-2.104, -1.122, -2.119], [-2.205, -1.712, -1.297]], "forces_ev_per_angstrom": [[-1.1762, 2.8468, 0.7330], [1.9896, -1.9302, 1.1277], [2.2654, 1.5372, -2.1445], [3.0604, -2.4277, 3.2802], [-0.8634, 0.4506, 0.0816], [-1.8032, 2.5677, 0.9735], [3.7766, -1.8214, 0.7621], [0.6126, -0.1614, 1.2463], [2.3631, -1.1563, -0.9575], [-0.7972, -0.0911, -0.9674], [-1.3696, -0.5768, -2.1667], [-1.9419, -1.3433, 0.9106], [-0.8820, 1.4368, 0.5601], [-0.7860, 0.9146, 1.2722], [-0.6327, 0.2489, -1.4074], [-0.1805, 1.7818, -1.4428], [0.1139, -1.4710, 0.4253], [-0.0288, -0.5809, -0.7505], [0.1939, -1.0334, 1.1641], [-0.2891, -1.4939, -1.5070], [-0.4223, 1.6030, 1.7236], [-3.0133, 0.9224, -2.3775], [1.2406, 1.9414, 0.4628], [-0.2894, -0.7801, 0.6216], [-1.1405, -1.3839, -1.6234]], "charge": 0, "relative_energy_kj_mol": 314.6, "orbital_gap_ev": [3.163, 11.185], "homo_ev": [-2.7, -10.9], "multiplicity": 2}

Record 3
{"formula": "H4NS", "method": "wB97M-V/def2-TZVPD", "elements": ["N", "H", "H", "H", "S", "H"], "xyz": [[0.496, 1.405, -0.509], [0.309, 0.588, 0.085], [1.132, 1.145, -1.240], [-0.375, 1.947, -0.740], [-0.716, -1.988, 0.825], [-0.846, -3.097, 1.578]], "forces_ev_per_angstrom": [[-1.0138, 0.6732, 1.0728], [-0.2068, 0.4045, -0.4261], [-0.4471, 0.1485, -0.5117], [1.6433, -1.3218, -0.0786], [-0.0246, -0.0183, -0.0380], [0.0489, 0.1138, -0.0184]], "charge": -1, "relative_energy_kj_mol": 24.8, "orbital_gap_ev": 7.006, "homo_ev": -2.5}

- Which formula does entry 1 have?
  C34H27F2MgN6S